Entry 1:
{
  "formula": "C29H22LiO",
  "method": "ωB97M-V/def2-TZVPD",
  "species": ["O", "C", "C", "C", "C", "C", "C", "C", "C", "C", "C", "C", "C", "C", "C", "C", "C", "C", "C", "C", "C", "C", "C", "C", "C", "C", "C", "C", "C", "C", "Li", "H", "H", "H", "H", "H", "H", "H", "H", "H", "H", "H", "H", "H", "H", "H", "H", "H", "H", "H", "H", "H", "H"],
  "positions_angstrom": [[5.64213, 0.47463, -1.67901], [-3.27468, 0.27849, 2.24737], [-2.08860, 0.99165, 2.03186], [-1.99545, -1.65950, 2.99155], [-0.61635, 2.74237, -0.89072], [-0.32045, -2.30605, -0.44769], [-2.13164, 0.84417, -0.82109], [-2.03162, -0.61785, -0.71182], [6.30027, -0.61734, -2.35437], [2.09774, -0.57864, -1.68474], [0.56167, -1.52535, 2.41951], [-1.35500, -3.27762, -0.42205], [-3.20800, -0.97998, 2.88408], [0.16059, 0.31742, -0.30504], [-3.05149, 3.04346, -1.00508], [1.54182, 0.45499, -0.92341], [2.34511, 1.57914, -0.64573], [-2.71202, -2.91594, -0.51861], [3.45824, -0.59925, -1.99839], [-0.82979, 1.39978, -0.66934], [4.28180, 0.47340, -1.58279], [1.26782, -0.57852, 1.68965], [-0.88752, 0.27536, 2.02055], [-1.75038, 3.56978, -1.03111], [-3.25029, 1.65956, -0.93738], [3.69202, 1.61979, -0.98826], [0.35632, 0.52068, 1.24143], [-0.65685, -0.96394, -0.52254], [-3.05715, -1.57094, -0.66650], [-0.81429, -1.00603, 2.61393], [-2.98842, 1.65693, 3.95941], [-4.24746, 1.20714, -0.94377], [-1.59494, 4.64091, -1.14444], [-2.08286, 2.03067, 1.72494], [1.47582, -1.43017, -1.99189], [-4.23177, 0.72455, 1.93845], [-3.49333, -3.68636, -0.45779], [0.67403, 1.58466, 1.21592], [-4.10579, -1.25297, -0.70009], [-1.95896, -2.72992, 3.24981], [-3.90284, 3.72180, -1.04779], [-4.15011, -1.45201, 3.17268], [2.33015, -0.62702, 1.37362], [4.33253, 2.47207, -0.76941], [6.16589, -1.55747, -1.80097], [1.96929, 2.45146, -0.07535], [0.72600, -2.62695, -0.36767], [0.92712, -2.49034, 2.85303], [-1.09665, -4.33028, -0.29170], [7.35226, -0.31236, -2.34415], [5.95168, -0.73493, -3.38725], [3.88030, -1.45047, -2.52760], [0.39410, 3.14333, -0.97225]],
  "forces_ev_per_a": [[0.3, -0.3, -0.6], [-0.6, -0.4, 1.0], [1.0, 0.1, -0.7], [-0.2, -0.4, 1.0], [-0.6, 0.3, 0.1], [-0.3, -0.6, 0.3], [0.6, 0.2, 0.5], [0.5, -0.1, 0.3], [-0.2, 0.7, 0.5], [0.0, 0.1, 0.2], [0.4, 1.3, -0.4], [-0.1, 0.5, -0.1], [-0.3, 0.1, -1.0], [-0.7, -0.1, -0.7], [0.5, 0.1, 0.0], [0.1, -0.2, -0.4], [0.3, 0.3, 0.3], [0.5, 0.0, 0.1], [0.5, 0.8, 0.3], [-0.9, -0.5, -1.4], [-0.9, -0.2, 0.0], [0.6, -1.4, 1.4], [-0.6, -0.9, 0.8], [-0.1, -0.2, 0.0], [0.0, 0.0, -0.1], [0.2, -1.2, -0.4], [0.5, 0.7, 0.4], [-1.0, 0.3, -0.5], [0.3, 0.3, 0.0], [0.6, 0.1, -1.6], [-0.1, 0.0, 0.3], [0.3, 0.3, -0.1], [-0.1, -0.2, 0.0], [-0.2, 0.0, -0.4], [0.3, 0.5, 0.2], [0.2, -0.1, 0.6], [0.4, 0.4, 0.0], [0.3, -0.8, 0.9], [0.4, -0.2, -0.1], [-0.1, 0.7, 0.3], [0.2, -0.2, 0.0], [0.3, -0.1, -0.2], [-0.9, -0.1, 0.3], [-0.2, -0.2, 0.1], [0.0, 0.2, -0.1], [0.2, -0.8, -0.5], [-0.6, 0.1, 0.1], [-0.3, 1.1, -0.6], [0.0, 0.3, -0.1], [-0.2, -0.3, -0.1], [0.0, 0.1, 0.2], [-0.1, 0.2, 0.1], [-0.5, 0.1, 0.2]],
  "nbo_charge": [-0.51, -0.43, -0.38, -0.25, -0.23, -0.21, 0.03, 0.02, -0.25, -0.12, -0.20, -0.23, -0.21, -0.02, -0.22, -0.07, -0.20, -0.21, -0.33, -0.02, 0.30, -0.23, 0.11, -0.22, -0.24, -0.25, -0.31, -0.03, -0.23, -0.12, -0.40, 0.21, 0.21, 0.24, 0.22, 0.22, 0.21, 0.24, 0.21, 0.21, 0.21, 0.21, 0.22, 0.22, 0.18, 0.22, 0.22, 0.21, 0.20, 0.20, 0.18, 0.21, 0.21],
  "orbital_gap_ev": 2.3,
  "total_charge": -1,
  "multiplicity": 1,
  "de_lowest_kj_mol": 133.7,
  "e_lumo_ha": 0.0832
}

---

Entry 2:
{
  "formula": "C29H23AuFINO5Te",
  "method": "ωB97M-V/def2-TZVPD",
  "species": ["Au", "I", "Te", "F", "O", "O", "O", "O", "O", "N", "C", "C", "C", "C", "C", "C", "C", "C", "C", "C", "C", "C", "C", "C", "C", "C", "C", "C", "C", "C", "C", "C", "C", "C", "C", "C", "C", "C", "C", "H", "H", "H", "H", "H", "H", "H", "H", "H", "H", "H", "H", "H", "H", "H", "H", "H", "H", "H", "H", "H", "H", "H"],
  "positions_angstrom": [[-0.88893, -1.58778, -1.62081], [-9.69676, 0.11621, -2.43830], [-0.83912, 1.30907, -0.80777], [5.15385, -2.64525, -3.91067], [-2.74671, -0.84789, -2.20222], [1.13339, -1.85776, -1.24985], [-3.35690, -2.63205, -1.02071], [-0.38590, 0.18192, 0.70416], [0.65724, 0.00467, 2.63165], [4.24866, -1.07617, 1.26169], [6.95080, -1.39422, 0.42861], [2.02572, -1.43466, -0.47655], [-3.08212, 2.72714, 0.50143], [3.62990, -2.10533, -2.22601], [3.40679, -1.69256, -0.90552], [-2.33636, 4.97641, 0.95272], [1.90427, -0.75303, 0.77750], [-5.39145, -0.16818, -2.73124], [-4.48419, 4.23436, 1.73704], [-0.86941, 3.41300, -0.38452], [-2.11451, 3.72346, 0.39244], [-4.26637, 2.98405, 1.18301], [-7.70864, -0.46127, -2.20339], [4.80303, -1.67766, 3.61129], [6.00960, -2.04834, -1.81518], [4.49423, -1.49580, -0.04999], [-7.39598, -1.51841, -1.35841], [0.71563, -0.16467, 1.45137], [-5.06513, -1.22195, -1.88288], [-2.82385, 1.36443, -0.08208], [6.54616, -1.81262, 1.83072], [3.03224, -0.67787, 1.58457], [-6.71332, 0.21500, -2.89571], [-3.52159, 5.22964, 1.62206], [5.31811, -1.06093, 2.31706], [4.91767, -2.26921, -2.65056], [-6.07288, -1.89750, -1.20332], [5.81218, -1.66030, -0.51105], [-3.64727, -1.64214, -1.67410], [-3.47147, 1.07128, -0.90847], [7.20074, -0.32853, 0.41168], [-5.01395, 2.20674, 1.28109], [-0.93019, 3.74249, -1.43151], [-5.80456, -2.71999, -0.55436], [7.83860, -1.93445, 0.10289], [6.33656, -2.88605, 1.84763], [-3.69391, 6.20306, 2.06039], [2.79605, -2.28353, -2.88802], [-5.40605, 4.43219, 2.26672], [-2.83949, 0.57057, 0.66790], [7.00963, -2.17956, -2.20818], [4.04215, -1.07695, 4.10567], [2.90340, -0.28247, 2.58124], [-6.96830, 1.02809, -3.56119], [5.63632, -1.77813, 4.30579], [5.57600, -0.01089, 2.47767], [4.39563, -2.67170, 3.42139], [-4.60671, 0.34180, -3.27406], [0.05975, 3.80118, 0.02979], [-8.17887, -2.04253, -0.82822], [7.35039, -1.62852, 2.54223], [-1.58382, 5.75006, 0.86543]],
  "forces_ev_per_a": [[-0.1, 0.2, -0.2], [0.0, 0.0, 0.0], [-0.3, -0.2, -0.5], [0.0, 0.0, 0.0], [0.4, -0.3, 0.2], [-0.3, 0.1, 0.1], [0.0, 0.0, 0.0], [0.1, 0.4, 0.3], [0.0, 0.0, 0.0], [0.0, 0.0, 0.0], [0.0, 0.0, 0.0], [0.1, -0.1, 0.0], [0.1, 0.1, 0.0], [0.0, 0.0, 0.0], [0.0, 0.0, 0.0], [0.0, 0.0, 0.0], [0.0, 0.2, -0.1], [0.0, 0.0, 0.0], [0.0, 0.0, 0.0], [0.3, -0.2, 0.4], [-0.1, -0.2, 0.0], [0.0, 0.0, -0.1], [0.0, 0.0, 0.0], [0.0, 0.0, 0.0], [0.0, 0.0, 0.0], [0.0, 0.1, 0.0], [0.0, 0.0, 0.0], [0.0, 0.0, -0.1], [0.0, 0.0, -0.1], [-0.1, 0.0, -0.1], [0.0, 0.0, 0.0], [0.0, -0.1, 0.0], [0.0, 0.0, 0.0], [0.0, 0.0, 0.0], [0.0, 0.0, 0.0], [0.0, 0.0, 0.0], [0.0, 0.0, 0.0], [0.0, 0.0, 0.0], [-0.1, -0.1, 0.1], [-0.1, 0.1, 0.0], [0.0, 0.0, 0.0], [0.0, 0.0, 0.0], [0.0, 0.0, 0.0], [0.0, 0.0, 0.0], [0.0, 0.0, 0.0], [0.0, 0.0, 0.0], [0.0, 0.0, 0.0], [0.0, 0.0, 0.0], [0.0, 0.0, 0.0], [0.1, -0.1, -0.1], [0.0, 0.0, 0.0], [0.0, 0.0, 0.0], [0.0, 0.0, 0.0], [0.0, 0.0, 0.0], [0.0, 0.0, 0.0], [0.0, 0.0, 0.0], [0.0, 0.0, 0.0], [0.0, 0.0, 0.0], [0.0, 0.0, 0.0], [0.0, 0.0, 0.0], [0.0, 0.0, 0.0], [0.0, 0.0, 0.0]],
  "nbo_charge": [0.71, 0.18, 1.66, -0.30, -0.83, -0.69, -0.65, -0.83, -0.52, -0.33, -0.43, 0.54, 0.03, -0.23, -0.15, -0.18, -0.38, -0.17, -0.18, -0.69, -0.11, -0.21, -0.13, -0.62, -0.22, 0.22, -0.25, 0.80, -0.20, -0.69, -0.41, 0.19, -0.26, -0.19, -0.03, 0.41, -0.14, -0.02, 0.77, 0.29, 0.23, 0.23, 0.25, 0.24, 0.24, 0.22, 0.23, 0.26, 0.23, 0.28, 0.24, 0.22, 0.25, 0.23, 0.24, 0.21, 0.23, 0.23, 0.27, 0.23, 0.24, 0.22],
  "orbital_gap_ev": 6.2,
  "total_charge": 1,
  "multiplicity": 1,
  "de_lowest_kj_mol": 143.5,
  "e_lumo_ha": -0.1573
}

---

Entry 3:
{
  "formula": "C29H23ClGeNO3STa",
  "method": "ωB97M-V/def2-TZVPD",
  "species": ["Ta", "Ge", "Cl", "S", "O", "O", "O", "N", "C", "C", "C", "C", "C", "C", "C", "C", "C", "C", "C", "C", "C", "C", "C", "C", "C", "C", "C", "C", "C", "C", "C", "C", "C", "C", "C", "C", "C", "H", "H", "H", "H", "H", "H", "H", "H", "H", "H", "H", "H", "H", "H", "H", "H", "H", "H", "H", "H", "H", "H", "H"],
  "positions_angstrom": [[-0.09260, 0.01070, 0.06010], [-1.59460, 2.23520, 0.02160], [4.36060, -0.07650, 6.03090], [-1.99700, -1.67050, -0.03880], [-0.50430, -0.10090, -1.75040], [0.35770, 0.02170, 1.77650], [2.38090, 0.30580, 0.05050], [-1.50040, -0.68490, -2.42890], [-1.70960, -0.39520, -3.72360], [-1.23490, 3.41490, -4.10240], [1.30560, 4.53900, 2.16940], [0.87550, 0.00610, 4.09630], [-2.30590, -1.51860, -1.72650], [-3.58500, 3.14620, -3.61230], [3.08810, 0.19250, 1.05830], [1.43940, 3.29070, -3.30400], [-0.19760, 3.75960, -4.99510], [3.19410, -0.02050, 4.78100], [-3.34080, -2.17250, -2.40010], [1.11060, 3.70810, -4.60300], [0.45690, 2.93960, -2.41850], [0.67730, 3.48230, 1.53050], [-1.22270, 4.88630, 1.09150], [-2.59020, 3.48540, -4.48720], [1.82800, -0.01280, 5.09420], [0.67220, 5.76750, 2.26500], [-2.74590, -0.98380, -4.39910], [-3.27580, 1.72240, 0.97310], [2.64000, 0.07300, 2.41810], [-3.55510, -1.91350, -3.73730], [-0.59300, 5.94110, 1.72720], [1.25270, 0.03290, 2.75280], [-0.59250, 3.64900, 0.99050], [3.58880, 0.02280, 3.45360], [-0.90500, 3.00050, -2.78070], [-1.95940, 2.67820, -1.88440], [-3.26860, 2.74210, -2.30810], [-3.04390, 1.40720, 1.99000], [0.72890, 2.62950, -1.40820], [-3.82180, 0.92350, 0.47160], [-2.20860, 5.01350, 0.66320], [-0.46110, 4.07140, -5.99360], [-0.17720, -0.00810, 4.33920], [-2.82740, 3.82480, -5.48420], [4.17960, 0.20800, 0.91810], [-1.08990, 6.89570, 1.80140], [1.89740, 3.98960, -5.28390], [-3.96460, -2.85840, -1.84670], [1.16570, 6.59220, 2.75510], [1.52040, -0.03050, 6.12800], [1.18850, 2.52460, 1.45410], [4.63870, 0.01770, 3.20550], [-3.92060, 2.59800, 1.03460], [-4.62020, 3.20750, -3.90810], [2.47550, 3.25350, -3.00660], [-2.92800, -0.71860, -5.42760], [-1.02820, 0.31920, -4.16000], [-4.07110, 2.50670, -1.62010], [-4.34880, -2.41430, -4.27070], [2.29160, 4.40670, 2.59020]],
  "forces_ev_per_a": [[0.1, -0.2, -1.4], [-0.5, 0.6, 0.2], [0.0, 0.0, 0.0], [1.2, 0.8, 0.9], [-0.4, -0.5, -2.9], [0.0, -0.1, 2.5], [-2.0, -0.3, -0.6], [-0.6, -0.4, -0.3], [0.2, 0.4, -0.4], [0.2, -0.1, 0.3], [0.1, 0.0, 0.0], [-0.3, 0.0, -0.9], [-0.1, 0.0, -0.3], [0.0, 0.1, -0.4], [0.5, 0.0, 0.4], [0.0, -0.2, 0.3], [0.2, 0.0, 0.0], [-0.4, 0.0, -0.2], [0.3, 0.2, 0.2], [-0.2, 0.0, -0.2], [0.2, 0.0, -0.1], [-0.1, -0.1, -0.1], [-0.1, -0.2, -0.1], [-0.3, -0.1, 0.1], [0.6, 0.0, -0.1], [0.0, 0.0, 0.0], [-0.1, -0.2, 0.2], [0.4, 0.1, -0.2], [-1.0, -0.1, 0.5], [0.2, 0.3, -0.1], [0.0, 0.1, 0.0], [1.9, 0.0, 2.3], [-0.4, -0.5, -0.4], [-0.2, 0.0, -0.1], [-0.2, 0.1, -0.2], [-0.1, -0.3, 0.8], [0.4, -0.1, 0.5], [0.0, 0.0, 0.0], [0.0, 0.1, 0.0], [0.1, 0.0, -0.1], [-0.1, 0.2, 0.0], [0.0, 0.1, -0.1], [-0.1, 0.0, 0.1], [-0.1, 0.0, -0.1], [-0.2, 0.0, -0.1], [0.0, 0.1, 0.0], [0.1, 0.0, -0.1], [0.0, 0.0, 0.0], [0.0, 0.1, 0.1], [0.0, 0.0, 0.1], [0.0, 0.1, 0.0], [0.2, 0.0, 0.0], [0.0, 0.1, 0.0], [-0.1, 0.0, -0.1], [0.1, 0.0, 0.0], [0.1, 0.0, -0.1], [0.1, 0.1, 0.0], [-0.1, 0.0, 0.0], [-0.1, 0.0, 0.0], [0.1, 0.0, 0.0]],
  "nbo_charge": [1.87, 1.15, 0.10, 0.02, -0.59, -0.72, -0.63, 0.01, 0.08, -0.09, -0.19, -0.23, 0.05, -0.22, 0.47, -0.17, -0.16, -0.04, -0.22, -0.20, -0.23, -0.23, -0.15, -0.14, -0.12, -0.18, -0.22, -1.03, -0.20, -0.08, -0.20, 0.31, -0.45, -0.15, 0.00, -0.45, -0.20, 0.25, 0.18, 0.24, 0.21, 0.23, 0.25, 0.23, 0.19, 0.24, 0.24, 0.27, 0.24, 0.26, 0.17, 0.25, 0.26, 0.24, 0.23, 0.27, 0.27, 0.22, 0.26, 0.22],
  "orbital_gap_ev": 5.5,
  "total_charge": 2,
  "multiplicity": 1,
  "de_lowest_kj_mol": 184.3,
  "e_lumo_ha": -0.2878
}